(1)
# C53H76FN2O20P

11 unconnected molecules or ions with the total composition C53H76FN2O20P at a distorted geometry (ωB97M-V with the def2-TZVPD basis set, the OMol25 dataset).

Geometry as XYZ:
```
153
Properties=species:S:1:pos:R:3:mulliken_spin:R:1
C -1.71 1.72 -0.46 0.00
C -0.96 0.81 -1.43 0.01
N 0.19 0.17 -0.64 0.00
C 1.58 0.27 -0.88 0.00
C 2.26 -0.59 -0.08 0.00
N 1.36 -1.26 0.62 -0.01
C 0.10 -0.90 0.18 -0.01
C 1.69 -2.03 1.83 0.00
H -1.04 2.51 -0.14 0.00
H -2.31 1.27 0.34 0.00
H -2.59 2.15 -0.95 0.00
H -0.78 1.33 -2.38 0.00
H -1.59 0.04 -1.88 0.00
H 1.99 0.90 -1.65 0.00
H 3.33 -0.71 0.06 0.00
H -0.80 -1.45 0.40 0.02
H 2.50 -2.75 1.73 0.00
H 0.78 -2.59 2.00 0.00
H 1.81 -1.39 2.71 0.00
F -1.62 -4.27 0.59 0.00
C -0.39 4.44 2.82 0.00
C 0.55 5.32 2.29 0.00
C 1.49 4.85 1.43 0.00
C 1.69 3.45 1.18 0.00
C 0.80 2.52 1.84 0.00
C -0.23 3.07 2.64 0.00
O -0.97 2.14 3.31 0.00
O 2.40 5.72 0.89 0.00
H -1.28 4.70 3.38 0.00
H 0.40 6.39 2.42 0.00
H 2.46 2.96 0.60 0.00
H 0.99 1.46 1.83 0.00
H -1.80 2.47 3.65 0.00
H 2.97 5.21 0.31 0.00
C 0.88 -5.67 2.62 0.00
C 2.22 -5.72 3.04 0.00
C 2.39 -6.02 4.39 0.00
C 1.31 -6.26 5.25 0.00
C 0.00 -6.23 4.77 0.00
C -0.20 -5.83 3.48 0.00
O -1.47 -5.71 3.08 0.00
O 3.67 -6.04 4.81 0.00
H 0.71 -5.41 1.58 0.00
H 3.09 -5.61 2.40 0.00
H 1.46 -6.54 6.28 0.00
H -0.79 -6.54 5.44 0.00
H -1.50 -5.30 2.21 0.00
H 3.94 -6.46 5.63 0.00
C -3.89 -2.84 3.89 0.00
C -4.71 -2.69 5.04 0.00
C -4.49 -1.61 5.89 0.00
C -3.67 -0.50 5.49 0.00
C -2.85 -0.75 4.37 0.00
C -2.89 -1.91 3.61 0.00
O -1.96 -2.11 2.65 0.00
O -5.06 -1.59 7.13 0.00
H -4.07 -3.69 3.24 0.00
H -5.46 -3.40 5.34 0.00
H -3.70 0.44 6.02 0.00
H -2.07 -0.05 4.08 0.00
H -2.06 -3.00 2.30 0.00
H -4.35 -1.30 7.71 0.00
C -2.92 8.50 -2.25 0.00
C -1.77 7.98 -2.79 0.00
C -1.23 6.79 -2.36 0.00
C -1.82 6.12 -1.24 0.00
C -2.96 6.66 -0.63 0.00
C -3.51 7.82 -1.14 0.00
O -4.77 8.15 -0.59 0.00
O -0.11 6.23 -2.90 0.00
H -3.26 9.40 -2.73 0.00
H -1.31 8.56 -3.58 0.00
H -1.24 5.31 -0.83 0.00
H -3.55 6.14 0.11 0.00
H -5.09 8.80 -1.22 0.00
H 0.49 6.98 -2.87 0.00
C 4.82 -3.60 0.34 0.00
C 5.60 -2.50 0.30 0.00
C 5.55 -1.65 -0.78 0.00
C 4.62 -1.84 -1.80 0.00
C 3.77 -2.92 -1.69 0.00
C 3.80 -3.82 -0.58 0.00
O 2.97 -4.82 -0.26 0.00
O 6.43 -0.63 -0.96 0.00
H 4.76 -4.24 1.21 0.00
H 6.46 -2.46 0.96 0.00
H 4.41 -1.11 -2.56 0.00
H 3.00 -3.09 -2.42 0.00
H 2.12 -4.72 -0.69 0.00
H 6.36 -0.21 -1.82 0.00
C -2.33 -3.12 -2.41 0.04
C -2.06 -2.79 -3.72 0.07
C -2.65 -1.66 -4.31 0.19
C -3.48 -0.86 -3.60 0.02
C -3.77 -1.17 -2.22 0.16
C -3.16 -2.32 -1.67 0.20
O -3.39 -2.56 -0.39 0.19
O -2.23 -1.27 -5.47 0.14
H -1.79 -3.91 -1.93 0.00
H -1.32 -3.37 -4.26 0.00
H -3.80 0.08 -4.03 0.00
H -4.38 -0.49 -1.65 0.01
H -2.74 -3.18 -0.07 -0.01
H -2.60 -0.43 -5.76 -0.01
C 2.28 0.97 4.45 0.00
O 2.88 -0.05 5.19 0.00
P 1.88 -0.96 6.12 0.00
O 1.09 -0.11 7.02 0.00
O 0.95 -1.78 5.14 0.00
C 0.28 -2.92 5.54 0.00
O 2.96 -1.98 6.74 0.00
C 4.07 -1.47 7.44 0.00
H 1.31 1.19 4.90 0.00
H 2.12 0.61 3.44 0.00
H 2.89 1.88 4.41 0.00
H -0.54 -2.78 6.25 0.00
H 1.01 -3.50 6.10 0.00
H 0.11 -3.66 4.75 0.00
H 3.73 -1.41 8.47 0.00
H 4.33 -0.48 7.05 0.00
H 4.99 -2.04 7.42 0.00
C -4.35 -0.29 -7.95 0.00
O -4.51 0.65 -6.89 0.00
C -4.13 1.94 -7.20 0.00
C -2.61 2.03 -7.03 0.00
O -2.21 1.44 -5.81 0.00
C -0.83 1.44 -5.49 0.00
H -3.40 -0.31 -8.48 0.00
H -5.15 -0.10 -8.66 0.00
H -4.50 -1.31 -7.60 0.00
H -4.59 2.58 -6.45 0.00
H -4.35 2.19 -8.23 0.00
H -2.53 3.11 -7.10 0.00
H -2.13 1.59 -7.91 0.00
H -0.46 2.27 -4.90 0.00
H -0.19 1.21 -6.35 0.00
H -0.74 0.45 -5.05 0.01
C 2.40 3.79 -2.58 0.00
O 2.17 2.86 -3.56 0.00
C 3.30 2.08 -4.06 0.00
C 2.79 0.81 -4.71 0.00
O 2.24 -0.03 -3.76 0.00
C 1.79 -1.27 -4.41 0.00
H 3.01 3.48 -1.73 0.00
H 1.43 3.94 -2.09 0.00
H 2.70 4.74 -3.03 0.00
H 3.89 1.73 -3.21 0.00
H 3.85 2.60 -4.84 0.00
H 3.69 0.30 -5.05 0.00
H 2.18 1.01 -5.59 0.00
H 1.06 -1.05 -5.18 0.00
H 1.45 -2.06 -3.74 0.00
H 2.71 -1.68 -4.82 0.00
```

Properties
- Total charge: +1
- Calculated total energy: -4120.29199 a.u.
- Multiplicity: 2
- Lowest unoccupied orbital energy (alpha / beta): -2.80 / -6.13 eV

(2)
# C63H104F8N4O31

13 unconnected molecules or ions with the total composition C63H104F8N4O31 at a distorted geometry (ωB97M-V with the def2-TZVPD basis set, the OMol25 dataset).

Geometry as XYZ:
```
210
Properties=species:S:1:pos:R:3:lowdin_charge:R:1
C -6.41 -6.58 -3.72 -0.01
C -5.68 -7.27 -4.89 -0.49
C -5.24 -8.71 -4.52 -0.17
C -6.31 -9.73 -4.35 -0.20
C -6.99 -9.77 -5.70 -0.14
C -7.58 -8.44 -6.19 -0.52
N -6.50 -7.41 -6.11 -0.13
O -6.89 -6.20 -6.57 -0.01
C -8.02 -8.63 -7.56 -0.07
C -8.84 -8.07 -5.36 -0.02
C -4.38 -6.62 -5.23 -0.04
H -7.19 -5.89 -4.04 0.08
H -5.68 -6.08 -3.09 0.08
H -7.02 -7.26 -3.13 0.07
H -4.40 -9.11 -5.09 0.12
H -4.69 -8.75 -3.58 0.12
H -7.06 -9.49 -3.59 0.10
H -6.05 -10.69 -3.90 0.12
H -7.86 -10.36 -5.38 0.12
H -6.36 -10.26 -6.44 0.13
H -8.30 -7.68 -8.02 0.09
H -7.17 -8.92 -8.18 0.09
H -8.82 -9.37 -7.61 0.10
H -9.20 -7.05 -5.51 0.08
H -9.73 -8.68 -5.53 0.08
H -8.59 -8.07 -4.30 0.06
H -4.48 -5.64 -5.70 0.09
H -3.66 -7.27 -5.73 0.09
H -3.92 -6.33 -4.28 0.08
H -6.14 -6.00 -7.12 0.11
C 5.65 9.44 -1.48 -0.01
C 7.07 8.71 -1.28 -0.45
C 7.68 9.54 -0.13 -0.15
C 8.67 8.78 0.74 -0.17
C 8.10 7.36 1.19 -0.12
C 7.72 6.45 -0.04 -0.41
N 6.91 7.24 -1.00 -0.14
O 6.53 6.50 -2.09 -0.01
C 8.99 5.81 -0.75 -0.02
C 6.68 5.37 0.66 -0.03
C 7.95 8.98 -2.49 -0.06
H 5.17 8.75 -2.17 0.05
H 5.76 10.37 -2.05 0.09
H 5.00 9.37 -0.61 0.08
H 8.24 10.35 -0.60 0.11
H 6.87 9.94 0.47 0.10
H 9.04 9.22 1.67 0.10
H 9.65 8.71 0.28 0.10
H 7.20 7.56 1.77 0.11
H 8.91 6.90 1.74 0.11
H 9.80 6.50 -0.99 0.07
H 9.29 4.91 -0.23 0.07
H 8.76 5.38 -1.72 0.07
H 5.64 5.69 0.55 0.07
H 6.54 4.52 0.00 0.05
H 7.03 4.89 1.57 0.07
H 7.69 8.35 -3.34 0.08
H 9.00 8.71 -2.42 0.08
H 7.97 9.98 -2.93 0.08
H 5.73 6.96 -2.38 0.09
C 2.23 8.54 2.73 -0.05
C 1.56 9.79 3.26 -0.47
C 2.82 10.59 3.78 -0.14
C 2.59 12.10 4.06 -0.17
C 1.96 12.77 2.86 -0.18
C 0.75 12.07 2.28 -0.46
N 0.95 10.62 2.12 -0.12
O -0.14 10.05 1.54 0.00
C -0.56 12.58 3.01 -0.02
C 0.70 12.63 0.77 -0.03
C 0.72 9.58 4.48 -0.05
H 1.43 7.88 2.39 0.09
H 2.89 8.03 3.43 0.09
H 2.98 8.76 1.98 0.08
H 3.38 10.16 4.61 0.12
H 3.58 10.61 2.99 0.11
H 3.43 12.76 4.28 0.11
H 1.85 12.07 4.86 0.10
H 2.71 13.18 2.18 0.12
H 1.51 13.67 3.27 0.10
H -0.50 13.64 3.22 0.08
H -1.37 12.42 2.30 0.07
H -0.84 11.99 3.88 0.07
H 1.54 12.26 0.18 0.08
H -0.21 12.33 0.26 0.07
H 0.65 13.72 0.74 0.08
H -0.26 9.15 4.26 0.08
H 0.67 10.40 5.19 0.08
H 1.15 8.82 5.13 0.09
H -0.87 10.28 2.12 0.08
C 2.35 0.91 1.81 -0.03
C 1.56 -0.47 1.85 -0.46
C 0.73 -0.36 3.15 -0.12
C -0.31 -1.62 3.29 -0.16
C -1.12 -1.77 2.04 -0.16
C -0.42 -1.74 0.67 -0.49
N 0.59 -0.61 0.67 -0.10
O 1.01 -0.16 -0.59 -0.01
C 0.18 -3.05 0.33 -0.05
C -1.53 -1.40 -0.40 -0.02
C 2.54 -1.61 2.03 -0.04
H 3.25 0.90 2.42 0.08
H 1.71 1.80 1.78 0.08
H 2.78 0.94 0.81 0.06
H 1.31 -0.36 4.07 0.11
H 0.12 0.55 3.12 0.10
H -0.72 -1.53 4.30 0.10
H 0.32 -2.51 3.38 0.09
H -1.74 -0.87 2.00 0.12
H -1.59 -2.75 2.15 0.12
H 0.45 -3.54 1.27 0.07
H -0.19 -3.85 -0.31 0.09
H 1.13 -2.97 -0.21 0.08
H -1.13 -1.81 -1.32 0.07
H -2.47 -1.87 -0.11 0.08
H -1.52 -0.38 -0.78 0.08
H 3.33 -1.47 2.77 0.09
H 2.99 -1.84 1.06 0.08
H 2.00 -2.55 2.17 0.06
H 1.47 -0.91 -0.97 0.09
C 5.40 -6.04 -3.11 -0.07
C 6.53 -5.16 -3.72 -0.08
O 7.24 -4.59 -2.57 0.06
C 6.57 -4.87 -1.48 -0.59
O 6.95 -4.48 -0.37 0.11
O 5.54 -5.71 -1.70 0.06
H 5.69 -7.06 -3.33 0.12
H 4.42 -5.80 -3.55 0.13
H 6.18 -4.30 -4.30 0.12
H 7.29 -5.76 -4.21 0.13
C -0.83 -10.36 0.36 -0.03
C -0.57 -8.89 0.71 -0.34
O 0.24 -8.56 -0.45 0.16
C -0.20 -9.20 -1.48 -0.58
O 0.12 -9.02 -2.66 0.11
O -0.98 -10.22 -1.07 0.06
F 0.03 -8.84 1.84 0.14
H -1.61 -10.91 0.88 0.14
H 0.12 -10.89 0.48 0.14
H -1.55 -8.43 0.80 0.18
C 1.63 -8.81 8.24 -0.02
C 1.66 -7.55 9.12 -0.34
O 1.41 -6.46 8.20 0.16
C 0.65 -7.01 7.26 -0.59
O 0.02 -6.35 6.42 0.12
O 0.67 -8.32 7.29 0.08
F 2.78 -7.55 9.77 0.12
H 1.13 -9.65 8.72 0.14
H 2.64 -9.01 7.87 0.15
H 0.88 -7.73 9.86 0.17
C -1.88 -3.10 9.49 -0.08
C -2.84 -2.58 10.58 -0.27
O -4.09 -2.43 9.88 0.14
C -4.07 -3.33 8.91 -0.45
O -5.07 -3.53 8.16 0.10
O -2.77 -3.85 8.68 0.05
F -2.35 -1.35 10.91 0.05
H -1.09 -3.68 9.97 0.13
H -1.34 -2.29 8.99 0.14
H -2.94 -3.16 11.50 0.17
C -8.27 0.82 -3.73 -0.06
C -7.92 -0.32 -2.77 -0.26
O -6.61 -0.62 -3.20 0.15
C -6.52 -0.38 -4.47 -0.56
O -5.77 -0.95 -5.24 0.15
O -7.56 0.41 -4.92 0.08
F -8.78 -1.32 -3.16 0.06
H -7.97 1.78 -3.29 0.13
H -9.36 0.88 -3.78 0.14
H -8.08 -0.11 -1.71 0.17
C -4.94 3.31 1.13 -0.07
C -4.68 4.24 2.32 -0.36
O -5.99 4.35 2.95 0.11
C -6.80 3.29 2.57 -0.45
O -7.76 2.89 3.17 0.17
O -6.06 2.57 1.60 0.02
F -4.25 5.37 1.91 0.13
H -4.04 2.76 0.83 0.14
H -5.23 3.98 0.33 0.14
H -3.91 3.77 2.93 0.17
C 1.67 -3.66 -8.27 -0.07
C 0.87 -4.32 -7.15 -0.39
O 1.04 -3.60 -6.02 0.14
C 2.04 -2.63 -6.32 -0.46
O 2.42 -1.82 -5.51 0.16
O 2.53 -2.83 -7.56 0.09
F 1.44 -5.52 -6.94 0.07
H 0.90 -3.08 -8.78 0.14
H 2.23 -4.27 -8.98 0.15
H -0.14 -4.47 -7.53 0.17
C 5.93 0.85 -2.84 -0.06
C 6.36 1.06 -4.24 -0.35
O 7.75 1.24 -4.07 0.14
C 8.10 0.55 -2.95 -0.49
O 9.26 0.06 -2.90 0.11
O 7.07 0.43 -2.11 0.10
F 5.72 2.10 -4.80 0.08
H 5.21 0.04 -2.79 0.14
H 5.48 1.81 -2.56 0.15
H 6.06 0.25 -4.90 0.17
C -7.34 -3.10 2.49 -0.08
C -6.41 -4.31 2.25 -0.34
O -7.37 -5.24 1.74 0.13
C -8.48 -4.54 1.32 -0.53
O -9.43 -5.08 0.78 0.15
O -8.31 -3.24 1.52 0.08
F -5.89 -4.78 3.33 0.12
H -6.96 -2.09 2.37 0.14
H -7.85 -3.11 3.46 0.15
H -5.55 -4.12 1.60 0.17
```

Properties
- Calculated total energy: -5812.83584 a.u.
- Lowest unoccupied orbital energy: -0.06 eV

(3)
# C5H12OS

C5H12OS in the gas phase at a distorted geometry (ωB97M-V with the def2-TZVPD basis set, the OMol25 dataset).

Geometry as XYZ:
```
19
Properties=species:S:1:pos:R:3:nbo_charge:R:1
C -2.61 0.70 0.84 -0.79
S -2.24 -1.02 1.22 0.15
C -0.29 -0.97 1.31 -0.45
C 0.50 -1.07 0.05 -0.44
C 0.45 0.18 -0.91 -0.43
C 1.91 0.70 -0.75 -0.06
O 2.50 0.70 -2.11 -0.75
H -2.91 1.28 1.78 0.21
H -1.63 1.25 0.65 0.22
H -3.55 0.91 0.29 0.24
H -0.04 -0.16 1.89 0.19
H -0.04 -1.85 2.05 0.23
H 1.38 -1.56 0.16 0.21
H 0.03 -1.92 -0.52 0.21
H -0.31 0.96 -0.57 0.22
H 0.36 -0.14 -1.93 0.21
H 1.88 1.83 -0.55 0.19
H 2.56 0.05 -0.13 0.18
H 2.03 0.10 -2.74 0.46
```

Properties
- Calculated total energy: -671.03567 a.u.
- SMILES: CSCCCCO
- Lowest unoccupied orbital energy: 0.92 eV

(4)
# Br2H2O2Si

Br2H2O2Si in the gas phase at a distorted geometry (ωB97M-V with the def2-TZVPD basis set, the OMol25 dataset).

Geometry as XYZ:
```
7
Properties=species:S:1:pos:R:3:nbo_charge:R:1
O 0.88 0.24 1.16 -1.09
Si -0.36 -0.03 0.08 1.82
O 0.08 -0.58 -1.30 -1.11
Br -1.79 -1.40 1.16 -0.32
Br -1.53 1.83 -0.21 -0.32
H 1.74 0.59 0.70 0.50
H 0.98 -0.64 -1.60 0.53
```

Properties
- Calculated total energy: -5589.39060 a.u.
- SMILES: O[Si](O)(Br)Br
- Lowest unoccupied orbital energy: -0.08 eV

- Which of these has the lowest calculated total energy?
  C63H104F8N4O31

- Look up the calculated total energy of the second one.
  -5812.83584 a.u.